(1)
{
  "formula": "CH4Cl2OSi",
  "method": "ωB97M-V with the def2-TZVPD basis set",
  "species": ["C", "O", "Si", "Cl", "Cl", "H", "H", "H", "H"],
  "xyz": [[-1.16, 0.30, -0.72], [0.37, -0.33, 1.78], [0.40, -0.35, 0.16], [2.07, 1.64, -0.54], [1.73, -1.78, -0.32], [-1.67, -0.41, -1.52], [-1.89, 0.46, 0.09], [-0.97, 1.21, -1.15], [1.12, -0.75, 2.22]],
  "orbital_gap_ev": 9.76,
  "e_lumo_ev": 0.05
}



(2)
{
  "formula": "CH4Cl2PS",
  "method": "ωB97M-V with the def2-TZVPD basis set",
  "species": ["C", "P", "S", "Cl", "Cl", "H", "H", "H", "H"],
  "xyz": [[0.13, -0.16, -0.56], [-1.59, -0.01, 0.00], [-1.67, 1.57, 1.36], [-2.29, -1.61, 0.85], [-2.85, 0.37, -1.46], [0.32, -0.64, -1.51], [0.71, -0.96, -0.09], [0.56, 0.80, -0.62], [-0.90, 1.03, 2.26]],
  "total_charge": 1,
  "orbital_gap_ev": 11.06,
  "e_lumo_ev": -4.31
}



(3)
{
  "formula": "CH4Cl2SSi",
  "method": "ωB97M-V with the def2-TZVPD basis set",
  "species": ["C", "Si", "S", "Cl", "Cl", "H", "H", "H", "H"],
  "xyz": [[-2.55, -4.06, -1.44], [-0.39, 0.31, 0.76], [-0.69, 1.48, -1.03], [-2.82, -4.54, 0.08], [0.53, -1.21, -0.11], [-2.90, -4.81, -2.10], [-1.65, 0.12, 1.58], [0.21, 1.07, 1.95], [-1.09, 2.46, -0.42]],
  "orbital_gap_ev": 8.18,
  "e_lumo_ev": -0.77
}



(4)
{
  "formula": "CH4Cl4N2P2",
  "method": "ωB97M-V with the def2-TZVPD basis set",
  "species": ["C", "N", "N", "P", "P", "Cl", "Cl", "Cl", "Cl", "H", "H", "H", "H"],
  "xyz": [[0.45, -0.35, -0.57], [-2.89, -1.02, -1.23], [-2.04, 0.12, 0.72], [-1.02, -1.38, -0.14], [-3.33, 0.10, -0.22], [-0.69, -2.45, 1.58], [-0.64, -2.87, -1.44], [-3.77, 1.79, -1.20], [-4.95, -0.20, 0.88], [0.32, 0.70, -0.09], [1.43, -0.88, -0.38], [0.34, -0.08, -1.65], [-2.11, 0.72, 1.50]],
  "orbital_gap_ev": 8.24,
  "e_lumo_ev": -0.84
}



(5)
{
  "formula": "CH4ClN2O",
  "method": "ωB97M-V with the def2-TZVPD basis set",
  "species": ["C", "N", "N", "O", "Cl", "H", "H", "H", "H"],
  "xyz": [[-0.28, -0.87, -0.94], [-0.39, 0.88, 1.33], [0.74, -0.13, -0.41], [1.84, 0.04, -0.62], [-0.26, 2.46, 1.20], [0.04, -1.71, -1.60], [-0.97, 0.00, -1.19], [-0.91, -1.14, 0.05], [0.18, 0.46, 2.18]],
  "multiplicity": 3,
  "total_charge": 1,
  "orbital_gap_ev": [7.23, 6.88],
  "s2": 2.009,
  "e_lumo_ev": [-7.02, -7.80]
}



(6)
{
  "formula": "CH4ClN2O",
  "method": "ωB97M-V with the def2-TZVPD basis set",
  "species": ["C", "N", "N", "O", "Cl", "H", "H", "H", "H"],
  "xyz": [[-0.77, 0.37, -0.04], [-0.63, -1.04, 0.00], [0.24, 1.14, -0.15], [-1.98, 0.92, -0.04], [-3.35, -0.16, 0.08], [0.29, -1.32, -0.26], [-1.49, -1.60, 0.03], [1.21, 0.95, -0.21], [-0.12, 2.07, 0.09]],
  "multiplicity": 3,
  "total_charge": 1,
  "orbital_gap_ev": [10.12, 7.28],
  "s2": 2.006,
  "e_lumo_ev": [-3.44, -8.97]
}



(7)
{
  "formula": "CH4ClN2P",
  "method": "ωB97M-V with the def2-TZVPD basis set",
  "species": ["C", "N", "N", "P", "Cl", "H", "H", "H", "H"],
  "xyz": [[1.43, -0.58, -0.11], [1.47, 0.19, 0.88], [1.62, 0.80, 1.79], [-2.28, 0.87, -0.44], [-2.47, -0.98, 0.34], [-0.92, 1.19, 0.01], [2.21, -1.23, -0.39], [0.45, -0.82, -0.46], [-1.50, 0.56, -1.60]],
  "orbital_gap_ev": 9.44,
  "e_lumo_ev": 0.72
}



(8)
{
  "formula": "CH4ClN3",
  "method": "ωB97M-V with the def2-TZVPD basis set",
  "species": ["C", "N", "N", "N", "Cl", "H", "H", "H", "H"],
  "xyz": [[-0.26, 0.53, 0.66], [1.05, 0.23, 0.12], [0.84, -1.22, -0.08], [-1.00, -0.61, 0.18], [-1.75, -0.24, -1.37], [-0.18, 0.30, 1.75], [-0.66, 1.55, 0.49], [1.10, 0.79, -0.68], [0.86, -1.32, -1.07]],
  "orbital_gap_ev": [8.82, 8.58],
  "e_lumo_ev": [-0.40, -0.57]
}



(9)
{
  "formula": "CH4ClNO",
  "method": "ωB97M-V with the def2-TZVPD basis set",
  "species": ["N", "C", "O", "H", "H", "H", "Cl", "H"],
  "xyz": [[-1.33, 0.37, 0.23], [-0.29, -0.43, -0.11], [0.90, -0.18, 0.02], [-1.05, 1.46, 0.37], [-2.20, 0.02, -0.11], [-0.62, -1.36, -0.60], [5.06, 0.06, 0.08], [4.33, -0.69, 0.63]],
  "orbital_gap_ev": 11.04,
  "e_lumo_ev": 0.83
}



(10)
{
  "formula": "CH4ClNS",
  "method": "ωB97M-V with the def2-TZVPD basis set",
  "species": ["C", "N", "S", "H", "H", "H", "Cl", "H"],
  "xyz": [[0.75, -0.19, -0.01], [0.02, -1.11, 0.47], [-0.91, -0.70, 1.86], [1.34, -0.43, -0.89], [0.81, 0.83, 0.37], [-1.46, -1.91, 1.99], [-0.66, 1.87, -2.39], [0.10, 1.63, -1.39]],
  "orbital_gap_ev": 10.07,
  "e_lumo_ev": 0.67
}



(11)
{
  "formula": "CH4ClOP",
  "method": "ωB97M-V with the def2-TZVPD basis set",
  "species": ["C", "O", "P", "Cl", "H", "H", "H", "H"],
  "xyz": [[-0.99, -0.93, -0.04], [0.74, -0.38, 0.35], [0.86, 1.18, 0.28], [-1.94, 0.39, 0.36], [-1.15, -1.67, 0.60], [-0.81, -1.07, -1.01], [2.14, 1.15, 0.57], [1.15, 1.34, -1.11]],
  "orbital_gap_ev": 9.13,
  "e_lumo_ev": 0.56
}



(12)
{
  "formula": "CH4ClOP",
  "method": "ωB97M-V with the def2-TZVPD basis set",
  "species": ["C", "P", "O", "Cl", "H", "H", "H", "H"],
  "xyz": [[-0.25, -0.33, -0.99], [0.99, 0.32, 0.28], [0.20, -0.48, 1.46], [-0.12, 1.99, 0.52], [-1.03, 0.41, -0.97], [-0.53, -1.30, -0.58], [0.22, -0.44, -2.00], [0.52, -0.17, 2.27]],
  "orbital_gap_ev": 10.46,
  "e_lumo_ev": 0.85
}



(13)
{
  "formula": "CH4ClP",
  "method": "ωB97M-V with the def2-TZVPD basis set",
  "species": ["C", "P", "H", "H", "H", "Cl", "H"],
  "xyz": [[0.52, 0.44, 1.03], [1.87, -0.11, 0.20], [0.49, 0.98, 1.92], [-0.42, 0.08, 0.61], [1.07, -0.78, -0.80], [-2.27, -0.67, -1.30], [-1.25, 0.06, -1.65]],
  "orbital_gap_ev": 10.09,
  "e_lumo_ev": 0.09
}



(14)
{
  "formula": "CH4ClPS",
  "method": "ωB97M-V with the def2-TZVPD basis set",
  "species": ["C", "S", "P", "Cl", "H", "H", "H", "H"],
  "xyz": [[0.53, 0.09, 0.61], [-0.60, 1.14, -0.42], [-2.19, -0.45, -0.78], [-3.58, 0.06, 0.55], [-0.04, -0.57, 1.14], [0.98, 0.72, 1.24], [1.22, -0.48, -0.14], [-2.60, 0.32, -1.93]],
  "orbital_gap_ev": 9.60,
  "e_lumo_ev": 0.46
}



(15)
{
  "formula": "CH4CsN2O",
  "method": "ωB97M-V with the def2-TZVPD basis set",
  "species": ["Cs", "C", "O", "N", "N", "H", "H", "H", "H"],
  "xyz": [[29.72, -2.31, 7.24], [32.94, -4.45, 6.60], [31.70, -4.42, 6.59], [33.72, -4.44, 5.57], [33.66, -4.48, 7.61], [33.17, -4.42, 4.72], [34.71, -4.61, 5.55], [33.32, -3.97, 8.42], [34.56, -4.94, 7.66]],
  "total_charge": 1,
  "orbital_gap_ev": 9.95,
  "e_lumo_ev": -3.50
}



(16)
{
  "formula": "CH4CsN2O5S",
  "method": "ωB97M-V with the def2-TZVPD basis set",
  "species": ["Cs", "S", "O", "O", "O", "O", "C", "O", "N", "N", "H", "H", "H", "H"],
  "xyz": [[2.83, 0.42, 2.18], [4.55, -2.21, -2.19], [3.46, -2.37, -1.28], [4.12, -2.01, -3.57], [5.56, -1.26, -1.70], [5.16, -3.45, -2.59], [-2.74, 1.12, 0.99], [-1.56, 0.96, 0.72], [-3.26, 0.91, 2.19], [-3.58, 1.78, 0.23], [-4.21, 1.24, 2.28], [-2.53, 0.89, 2.89], [-3.22, 2.17, -0.63], [-4.56, 1.81, 0.49]],
  "total_charge": -1,
  "orbital_gap_ev": 1.69,
  "e_lumo_ev": 0.78
}



(17)
{
  "formula": "CH4CsO",
  "method": "ωB97M-V with the def2-TZVPD basis set",
  "species": ["Cs", "C", "O", "H", "H", "H", "H"],
  "xyz": [[0.74, 3.20, -0.15], [-0.46, -0.63, 0.08], [0.61, 0.22, -0.33], [-0.36, -1.63, -0.34], [-0.56, -0.69, 1.17], [-1.39, -0.23, -0.33], [1.43, -0.23, -0.11]],
  "total_charge": 1,
  "orbital_gap_ev": 10.97,
  "e_lumo_ev": -3.77
}



(18)
{
  "formula": "CH4F2Si",
  "method": "ωB97M-V with the def2-TZVPD basis set",
  "species": ["C", "F", "F", "Si", "H", "H", "H", "H"],
  "xyz": [[-1.51, 0.56, 0.13], [-1.73, 1.88, -0.08], [2.36, 1.48, 0.17], [1.70, 0.05, -0.14], [-1.77, 0.25, 1.13], [-1.85, -0.04, -0.69], [2.01, -0.75, 1.02], [2.05, -0.24, -1.50]],
  "orbital_gap_ev": [8.42, 7.96],
  "e_lumo_ev": [-0.37, 0.11]
}



(19)
{
  "formula": "CH4FINP",
  "method": "ωB97M-V with the def2-TZVPD basis set",
  "species": ["C", "N", "F", "P", "I", "H", "H", "H", "H"],
  "xyz": [[-0.41, -0.85, -0.24], [0.97, -0.63, -0.15], [3.26, -2.73, -2.09], [1.93, -2.00, -2.76], [0.37, -3.85, -2.69], [-0.85, -1.92, -0.18], [-0.90, -0.56, 0.78], [-0.91, -0.40, -1.20], [1.33, -1.46, 0.25]],
  "multiplicity": 3,
  "orbital_gap_ev": [8.11, 8.48],
  "s2": 2.008,
  "e_lumo_ev": [-0.03, -1.74]
}



(20)
{
  "formula": "CH4FINP",
  "method": "ωB97M-V with the def2-TZVPD basis set",
  "species": ["C", "N", "F", "P", "I", "H", "H", "H", "H"],
  "xyz": [[0.70, -0.82, -0.59], [-0.18, 0.38, -0.47], [-0.05, -0.22, 1.89], [-1.20, 0.28, 0.82], [-1.28, 2.71, 1.41], [1.61, -0.42, -1.02], [0.63, -1.32, 0.37], [0.29, -1.59, -1.24], [-0.53, 1.00, -1.16]],
  "multiplicity": 3,
  "orbital_gap_ev": [6.28, 6.37],
  "s2": 2.008,
  "e_lumo_ev": [0.75, -2.95]
}



| no. | strongest force on any atom (eV/Å) |
| --- | --- |
| 1 | 4.59 |
| 2 | 2.27 |
| 3 | 4.45 |
| 4 | 4.94 |
| 5 | 3.58 |
| 6 | 6.57 |
| 7 | 2.78 |
| 8 | 4.08 |
| 9 | 4.01 |
| 10 | 0.50 |
| 11 | 6.09 |
| 12 | 2.71 |
| 13 | 2.72 |
| 14 | 5.28 |
| 15 | 9.40 |
| 16 | 6.44 |
| 17 | 0.68 |
| 18 | 2.44 |
| 19 | 3.51 |
| 20 | 3.10 |